DFT (the ωB97M-V functional and the def2-TZVPD basis) results for a cluster of 3 separate species, C45H75N5O8 in total.

Summary:
HOMO-LUMO gap, eV: 7.6
SMILES: CCOC(=O)CCCN1C(=O)c2cc(CCCCOC(C)=O)c(C[C@H](O)CN)c(CCCNCc3ccccc3O)c2C1=O.CCN(CC)CC.CCN(CC)CC
Charge: 0
E_HOMO, eV: -7.92
Calculated total energy, eV: -71707.14667

XYZ file:
```
133
Properties=species:S:1:pos:R:3:forces:R:3
C -5.70365 6.49017 -1.56923 -0.15 -0.24 -0.17
C -5.78902 5.01811 -0.99258 -1.71 1.50 -0.27
O -5.01403 4.06982 -1.74814 0.91 -1.23 1.02
C -3.76923 3.84517 -1.19694 1.21 1.00 0.34
O -3.22230 4.73095 -0.57400 -0.48 -0.53 -0.11
C -2.97706 2.51137 -1.36499 -0.89 -0.80 -0.96
C -3.87708 1.23545 -1.62539 -0.39 -0.04 0.57
C -3.55517 0.04979 -0.62077 -1.13 0.49 -0.90
N -2.50763 -0.88379 -1.13969 1.08 1.25 -0.20
C -2.74626 -2.30585 -0.88097 -0.08 0.38 1.24
O -3.14152 -3.03323 -1.74091 -0.09 -0.05 0.63
C -2.32768 -2.55059 0.59699 1.02 1.00 -0.13
C -2.64522 -3.60251 1.53003 1.92 2.03 0.65
C -2.00661 -3.51637 2.86132 0.37 0.95 -0.48
C -2.28582 -4.65603 3.91893 -0.24 0.09 -1.23
C -1.00946 -5.52280 4.26764 -0.26 -0.87 0.27
C -0.98246 -6.05832 5.76901 0.59 -0.53 -0.20
C 0.20197 -5.50663 6.62627 0.16 0.19 -0.06
O -0.11923 -5.73948 8.04218 -0.48 1.46 -0.02
C 0.40476 -4.72610 8.83730 1.33 -0.24 0.59
C -0.44620 -3.57128 9.42766 -1.21 0.12 -0.17
O 1.57971 -4.77697 9.11393 -0.62 0.33 -0.15
C -1.10075 -2.37910 3.19796 -0.72 0.22 -2.10
C -0.42413 -2.23032 4.58995 -0.31 -0.91 0.11
C -1.41560 -1.89612 5.77277 0.74 1.25 0.28
O -1.72852 -3.05609 6.58284 -0.34 0.65 -0.46
C -2.71087 -1.07789 5.33831 -0.18 -0.03 1.14
N -3.93260 -1.87506 5.17696 0.22 0.64 -0.40
C -0.81586 -1.33889 2.17731 -0.58 -0.27 -0.24
C 0.16731 -0.13289 2.43080 -0.40 -1.25 -1.23
C 1.59940 -0.66683 1.96087 -0.56 -0.11 0.77
C 2.80787 0.04891 2.68063 0.45 -1.26 -1.51
N 3.40345 -0.92836 3.64137 0.02 0.93 0.78
C 3.97979 -0.25659 4.83368 0.15 -0.24 0.49
C 2.94212 0.02352 5.96569 -0.96 0.63 0.39
C 2.08308 1.19450 5.85970 -0.95 -1.11 2.41
C 1.09759 1.48281 6.91569 1.15 -1.41 0.16
C 0.98934 0.63658 8.09485 1.66 -0.66 -1.81
C 1.86815 -0.54234 8.20649 -0.74 1.96 -1.37
C 2.80890 -0.84432 7.14319 -1.05 1.30 0.25
O 3.59837 -1.98295 7.24773 -0.06 0.93 0.03
C -1.42273 -1.41045 0.85725 -0.31 -2.34 2.32
C -1.31083 -0.49314 -0.39636 -0.80 -2.48 1.38
O -0.46160 0.28941 -0.70148 -0.53 0.09 0.03
H -6.48425 6.64777 -2.36709 0.84 -0.29 0.71
H -4.70071 6.69037 -2.02874 -0.87 -0.14 0.65
H -5.93164 7.24006 -0.76579 0.41 -0.71 -0.66
H -6.86579 4.70764 -1.12090 1.17 -0.01 0.07
H -5.59917 5.00110 0.10756 0.40 -0.16 -1.04
H -2.25594 2.61176 -2.21785 -0.59 0.20 0.79
H -2.36126 2.35897 -0.44546 -0.58 0.50 -0.70
H -3.80630 0.89886 -2.69243 -0.09 0.18 1.08
H -4.94654 1.52186 -1.41408 0.98 -0.26 -0.36
H -4.47542 -0.57802 -0.44783 0.81 0.78 -0.07
H -3.25396 0.55351 0.34753 -0.29 -0.88 -0.68
H -3.32180 -4.42850 1.22931 0.61 0.65 0.40
H -2.83421 -4.27307 4.81837 0.92 -0.16 -0.71
H -3.01454 -5.34809 3.40332 0.65 0.67 0.59
H -0.03605 -5.04003 3.98397 -0.97 -0.25 0.35
H -1.07147 -6.44829 3.62643 0.16 1.04 0.47
H -0.83799 -7.17693 5.71987 -0.19 1.08 0.14
H -1.95440 -5.90919 6.30599 0.90 0.21 -0.53
H 0.37999 -4.40820 6.52198 -0.41 -0.85 -0.25
H 1.18600 -6.00538 6.38920 -1.07 0.30 0.22
H -0.15986 -3.32199 10.48613 -0.03 -0.60 -1.11
H -1.54761 -3.79939 9.40312 1.06 0.06 0.05
H -0.31803 -2.62008 8.83903 0.15 -1.08 0.32
H 0.10680 -3.20204 4.79412 -0.56 1.01 0.06
H 0.38635 -1.45253 4.61872 -0.90 -0.75 -0.36
H -0.84329 -1.20926 6.46834 -0.40 -0.52 -0.84
H -2.20067 -2.72319 7.36748 0.30 -0.22 -0.41
H -2.54753 -0.43827 4.43516 0.04 -0.72 0.66
H -2.91477 -0.36054 6.18964 0.21 -0.61 -0.85
H -3.96434 -2.38065 4.29526 0.07 -0.03 0.45
H -4.13077 -2.46736 5.97795 0.18 0.00 -0.44
H -0.19598 0.67712 1.73787 0.58 -0.50 0.98
H 0.15669 0.19273 3.49778 0.10 -0.17 -0.91
H 1.61627 -1.74800 2.28246 0.27 1.07 -0.28
H 1.68285 -0.69316 0.84027 -0.20 0.41 1.04
H 3.59272 0.22969 1.88828 -0.78 0.35 0.72
H 2.53754 1.02108 3.15228 0.14 -0.91 -0.28
H 4.18404 -1.40791 3.19069 -0.47 0.14 0.02
H 4.44815 0.70917 4.49633 -0.24 -0.64 0.69
H 4.77172 -0.94046 5.24189 -0.68 0.78 -0.29
H 2.10510 1.92350 5.01707 0.32 -0.90 0.72
H 0.45090 2.37954 6.81354 0.54 -0.78 0.11
H 0.24759 0.86272 8.89703 0.79 -0.21 -0.79
H 1.75841 -1.15311 9.12966 0.39 0.24 -0.97
H 3.90666 -2.06670 8.16785 -0.35 -0.09 -0.47
C 3.94398 -0.05391 -6.39131 0.07 0.03 0.07
C 2.46738 0.00506 -6.02319 0.17 0.07 0.03
N 2.12446 -0.75598 -4.83290 -0.15 -0.31 0.09
C 0.68735 -0.90819 -4.64304 -0.16 -0.10 -0.17
C -0.13188 0.35625 -4.37659 -0.19 0.08 0.12
C 2.87991 -0.43835 -3.62926 0.35 0.02 -0.05
C 2.82821 1.00267 -3.11447 -0.02 0.08 0.25
H 4.27734 -1.08596 -6.52220 -0.04 0.04 0.07
H 4.11116 0.47448 -7.33361 -0.04 -0.01 0.04
H 4.57447 0.42295 -5.63787 -0.01 -0.03 -0.03
H 1.91127 -0.40483 -6.87286 -0.19 -0.04 0.18
H 2.16790 1.05892 -5.93380 0.01 0.08 -0.08
H 0.50543 -1.62207 -3.83324 0.17 0.06 0.04
H 0.28008 -1.39202 -5.53783 0.15 0.04 -0.06
H 0.00227 0.71448 -3.35640 0.00 0.05 -0.04
H -1.19617 0.13409 -4.49715 0.05 -0.02 0.01
H 0.11081 1.16475 -5.06953 0.04 -0.04 0.00
H 3.92874 -0.69841 -3.80526 -0.06 0.03 -0.13
H 2.57129 -1.11151 -2.82329 -0.20 -0.02 -0.16
H 2.92205 1.73809 -3.91574 0.00 -0.04 -0.02
H 3.65441 1.17281 -2.41865 -0.01 -0.01 -0.04
H 1.90781 1.20303 -2.56581 0.00 0.06 -0.09
C 0.91237 5.86103 -10.04414 -0.05 0.01 0.08
C 1.64651 4.58722 -10.44052 -0.12 0.07 0.06
N 2.59423 4.11879 -9.44082 0.35 -0.05 0.03
C 3.47247 3.06367 -9.93060 0.11 0.05 -0.17
C 2.83470 1.72550 -10.31368 0.11 -0.19 0.00
C 2.06254 3.91215 -8.10138 -0.19 0.26 0.14
C 0.90770 2.92102 -7.93901 -0.05 -0.14 0.17
H 1.61431 6.66573 -9.81389 0.00 -0.08 0.04
H 0.27942 6.19438 -10.86971 0.04 -0.05 0.02
H 0.26205 5.70839 -9.18036 0.03 0.03 -0.02
H 2.19353 4.80570 -11.36300 0.14 -0.19 0.08
H 0.90419 3.81698 -10.69385 -0.08 0.01 -0.08
H 4.25860 2.87901 -9.19114 -0.13 0.09 0.10
H 4.00088 3.44939 -10.80947 -0.12 0.10 0.01
H 2.56420 1.14088 -9.43452 -0.09 0.01 -0.04
H 3.55264 1.12798 -10.88257 -0.02 0.04 0.02
H 1.94943 1.84987 -10.93939 0.01 0.02 0.05
H 1.73596 4.88041 -7.70928 0.00 0.01 -0.14
H 2.87740 3.61677 -7.43255 0.10 -0.05 -0.22
H 0.14832 3.02859 -8.71559 0.04 0.03 -0.01
H 0.41454 3.08786 -6.97736 0.01 0.00 -0.03
H 1.25959 1.88990 -7.93832 -0.10 0.01 -0.10
```
Positions in Å, forces in eV/Å.